An isolated molecule of C3H9N3S2. Source: the OMol25 dataset; level of theory: ωB97M-V/def2-TZVPD.

The geometry in XYZ format:
```
17
Properties=species:S:1:pos:R:3:forces:R:3
C -1.551936 -0.283600 -1.075547 -1.5 -0.1 -0.5
C -0.536172 -1.581921 1.616560 -2.6 1.9 -2.8
C 1.681771 1.804103 0.174204 1.8 -1.4 -4.5
N 0.150162 -0.430080 1.189924 0.4 2.1 -1.6
N 0.446544 1.476025 -0.541509 -0.5 0.5 -0.1
N -0.971364 0.079747 -2.174615 -1.3 -1.0 0.6
S -0.790997 -2.795729 0.239483 1.6 -0.4 -0.4
S -0.525296 0.537013 0.151011 -0.1 -0.4 3.0
H -1.551157 -1.184032 1.896259 0.6 -1.7 0.7
H 0.125815 -2.025691 2.244006 0.9 -1.5 2.7
H 0.595711 -2.883430 -0.102307 -1.8 0.1 0.6
H 1.771710 1.003836 0.864470 1.0 0.2 1.4
H 1.738228 2.835290 0.390855 -0.1 0.9 1.1
H 2.557121 1.682629 -0.674573 -1.8 0.1 2.2
H -1.353136 -0.069690 -3.094558 0.2 -0.2 0.0
H -0.158113 0.582821 -1.892917 2.1 1.6 -1.8
H -1.628891 1.252709 0.789252 1.0 -0.8 -0.7
```
Forces are in eV/Å.

The value obtained for the HOMO energy is -8.3 eV. The value obtained for the strongest force on any atom is 5.1 eV Å⁻¹. The calculation puts the LUMO energy at 0.32 eV. The energy above the lowest of the compared OMol25 structures with the same formula, charge and spin is 614.3 kJ/mol. The total energy is -29390.5581 eV. The HOMO-LUMO gap comes out at 8.641 eV.